Record 1
A structure of composition C26H35O2Y in a non-equilibrium geometry. Source: the Open Molecules 2025 dataset; level of theory: wB97M-V/def2-TZVPD.

HOMO ... -6.199 eV
E ... -32667.22130 eV
E_LUMO ... 0.279 eV
Charge ... 0
Energy above the lowest of the compared OMol25 structures with the same formula, charge and spin ... 0.0032 eV
Kohn-Sham gap ... 0.238 Eh

Each line ends with the natural charge from an NBO analysis.
Element x y z (Å)
O  -0.06858  -7.71150  -0.22104  -0.558
C  1.16835  -8.46268  0.04478  -0.062
C  0.61811  -9.78961  -0.47460  -0.461
H  1.39002  -8.50479  1.11797  0.180
H  2.01959  -8.10252  -0.54476  0.180
C  -0.66995  -8.96174  -0.66145  0.269
H  0.54028  -10.57655  0.26996  0.211
H  1.06044  -10.13172  -1.40577  0.210
C  -1.75723  -9.50281  0.24156  -0.625
H  -1.41198  -9.66230  1.26927  0.213
H  -2.06200  -10.48223  -0.15225  0.215
H  -2.64173  -8.85744  0.23656  0.215
C  -1.12420  -8.93362  -2.09969  -0.623
H  -0.31221  -8.62562  -2.76685  0.214
H  -1.98792  -8.26739  -2.20674  0.214
H  -1.43608  -9.94734  -2.38351  0.215
Y  0.08171  -0.12668  0.08995  1.832
C  0.23126  1.46701  -1.96777  -0.361
C  1.51676  1.58280  -1.36363  -0.282
C  2.16923  0.31924  -1.46094  -0.378
H  1.95507  2.49725  -0.96017  0.249
C  1.28378  -0.58703  -2.12912  -0.388
C  0.08109  0.12355  -2.43959  -0.410
H  -0.76243  -0.27411  -3.00439  0.238
H  -0.47517  2.28481  -2.11541  0.240
H  3.18775  0.09231  -1.14151  0.238
H  1.52792  -1.60182  -2.44631  0.230
C  -1.84634  1.51350  0.71609  -0.370
C  -2.28769  0.73462  -0.39810  -0.326
C  -2.37667  -0.63163  0.01532  -0.419
H  -2.56604  1.11550  -1.37840  0.239
C  -2.02042  -0.69414  1.40230  -0.402
C  -1.70699  0.63187  1.83337  -0.324
H  -1.45507  0.92302  2.85513  0.243
H  -1.72012  2.59758  0.73682  0.253
H  -2.71552  -1.47018  -0.59428  0.237
H  -2.04504  -1.58493  2.02962  0.239
O  0.41742  -2.39917  0.29158  -0.624
C  -0.34748  -3.40370  -0.44234  -0.052
C  0.54232  -4.63792  -0.47359  -0.439
H  -0.57294  -2.99681  -1.44339  0.207
H  -1.28916  -3.57683  0.09946  0.193
C  1.48534  -4.47688  0.73994  -0.430
H  1.12924  -4.60689  -1.40789  0.203
H  -0.02565  -5.57337  -0.44318  0.271
C  1.62918  -2.96754  0.89818  -0.056
H  2.44902  -4.98787  0.61304  0.230
H  0.98732  -4.87621  1.64025  0.212
H  2.49577  -2.56738  0.34874  0.196
H  1.67441  -2.62501  1.94334  0.213
C  1.63027  0.81637  1.89651  -0.981
C  1.94108  2.22628  2.01253  0.111
C  0.95708  3.14285  2.47418  -0.279
C  1.24200  4.50569  2.57771  -0.201
C  2.51926  4.98418  2.27490  -0.284
C  3.51215  4.10270  1.81893  -0.201
C  3.22850  2.74324  1.67531  -0.287
H  2.49601  0.18108  1.66019  0.197
H  1.00281  0.43322  2.71337  0.208
H  -0.03422  2.76971  2.74653  0.196
H  0.45371  5.19689  2.88084  0.204
H  2.73256  6.05459  2.35216  0.204
H  4.50319  4.48445  1.56775  0.205
H  4.00974  2.05399  1.34287  0.198

---

Record 2
A structure of composition C26H36ClN2O9S3Y in a non-equilibrium geometry. Source: the Open Molecules 2025 dataset; level of theory: wB97M-V/def2-TZVPD.

HOMO ... -1.353 eV
E ... -95024.25407 eV
E_LUMO ... 3.690 eV
Charge ... -2
Energy above the lowest of the compared OMol25 structures with the same formula, charge and spin ... 0.5517 eV
Kohn-Sham gap ... 0.185 Eh

Each line ends with the Löwdin charge.
Element x y z (Å)
Y  -0.96117  0.56795  -0.70152  1.337
C  -1.08416  -2.58783  -3.98097  -0.529
C  0.24111  -3.13269  -3.44457  -0.519
S  1.05839  -2.04150  -2.24743  0.880
C  1.38215  -3.19732  -0.89915  -0.515
C  0.16656  -3.88051  -0.27669  -0.500
S  -1.07688  -2.70842  0.32442  0.894
C  -2.59954  -3.39853  -0.35657  -0.517
C  -2.64877  -3.55104  -1.87449  -0.509
S  -2.27798  -2.01608  -2.75761  0.882
H  -0.91223  -1.69813  -4.58762  0.052
H  -1.56515  -3.33289  -4.61829  0.074
H  0.09579  -4.10409  -2.96981  0.053
H  0.91933  -3.28636  -4.28618  0.065
H  2.09702  -3.94986  -1.23821  0.078
H  1.88745  -2.57695  -0.15926  0.039
H  -0.31719  -4.55657  -0.98171  0.049
H  0.50734  -4.48519  0.56694  0.072
H  -2.79649  -4.36266  0.11652  0.074
H  -3.35437  -2.68821  -0.01814  0.058
H  -1.95037  -4.31598  -2.21951  0.054
H  -3.65130  -3.87293  -2.16167  0.069
O  -2.30553  0.45487  -4.76114  -0.331
Cl  -1.79530  1.24601  -3.67842  0.676
O  -1.60097  2.60739  -4.09010  -0.309
O  -0.51788  0.67522  -3.20558  -0.458
O  -2.69209  1.18328  -2.52142  -0.419
O  -4.48157  2.55850  5.56645  -0.058
C  -3.39148  3.07023  5.23548  -0.693
O  -2.63180  3.85078  5.85280  -0.071
C  -2.85786  2.61720  3.85799  -0.095
C  -1.75029  3.23922  3.28929  0.003
C  -1.30700  2.82887  2.04692  -0.151
N  -1.89538  1.85856  1.33879  0.028
C  -2.94676  1.24422  1.89917  -0.175
C  -3.45215  1.59000  3.14160  0.064
C  -3.53639  0.07567  1.12609  -0.587
O  -4.61016  -0.39311  1.47190  0.043
O  -2.79840  -0.34751  0.15524  -0.245
H  -1.24267  4.01424  3.84897  0.110
H  -0.41132  3.26692  1.61019  0.110
H  -4.31548  1.07489  3.53899  0.124
C  0.13013  -0.33059  2.75412  -0.103
C  1.57988  -0.80617  2.75911  -0.371
C  2.33425  -0.00344  3.83520  -0.081
C  2.39981  -0.75967  1.45905  -0.168
C  3.53035  -1.57301  1.48580  -0.128
C  4.48392  -1.58157  0.47465  -0.146
C  4.32606  -0.63315  -0.53038  -0.111
C  3.23663  0.22801  -0.60253  -0.167
C  3.38032  1.32909  -1.66678  -0.373
C  4.47377  2.31187  -1.20989  -0.092
C  2.16232  2.15815  -2.07402  -0.100
C  2.10510  0.05251  0.28742  -0.334
N  0.88386  0.54818  0.01266  -0.206
H  -0.28233  -0.41421  3.76658  0.083
H  -0.50078  -0.91330  2.08385  0.000
H  0.07772  0.70927  2.44578  0.042
H  1.57665  -1.85362  3.08164  0.119
H  2.37091  1.05145  3.54220  0.084
H  3.36207  -0.35293  3.95301  0.062
H  1.82495  -0.07009  4.80309  0.069
H  3.65980  -2.23898  2.33964  0.100
H  5.32651  -2.26295  0.48793  0.071
H  5.09403  -0.55283  -1.30017  0.099
H  3.74804  0.84165  -2.57839  0.122
H  4.12908  2.85144  -0.32059  0.082
H  4.68914  3.04739  -1.99548  0.064
H  5.40209  1.80037  -0.94796  0.060
H  1.74696  2.69283  -1.21802  0.063
H  1.37419  1.55200  -2.50323  0.029
H  2.47307  2.89366  -2.82712  0.073
C  -2.59838  3.86353  -1.31527  -0.126
O  -1.30187  3.29326  -1.08454  -0.179
H  -2.58110  4.93329  -1.10284  0.082
H  -3.35404  3.38348  -0.69007  0.085
H  -2.84341  3.71050  -2.35659  0.054
H  -1.03878  3.55497  -0.19954  0.034

---

Record 3
A cluster of 12 separate species, C26H36F7N5O31 in total in a non-equilibrium geometry. Source: the Open Molecules 2025 dataset; level of theory: wB97M-V/def2-TZVPD.

HOMO ... -10.496 eV
E ... -117479.09603 eV
E_LUMO ... 0.267 eV
Charge ... 0
Energy above the lowest of the compared OMol25 structures with the same formula, charge and spin ... 0.1551 eV
Structure (SMILES) ... O=C1OC[C@@H](F)O1.O=C1OC[C@@H](F)O1.O=C1OC[C@@H](F)O1.O=C1OC[C@@H](F)O1.O=C1OC[C@@H](F)O1.O=C1OC[C@@H](F)O1.O=C1OC[C@@H](F)O1.C[N+](=O)[O-].C[N+](=O)[O-].C[N+](=O)[O-].C[N+](=O)[O-].C[N+](=O)[O-]
Kohn-Sham gap ... 0.396 Eh

Each line ends with the Löwdin charge.
Element x y z (Å)
O  10.95198  -16.26139  2.85157  0.191
C  10.80823  -15.85807  1.76786  -0.585
O  10.58956  -14.56489  1.47588  0.066
C  10.49091  -14.43541  0.05625  -0.028
C  10.36130  -15.86244  -0.45351  -0.284
F  11.25325  -16.01407  -1.46330  0.062
O  10.72339  -16.63622  0.66763  0.128
H  9.74462  -13.74853  -0.33195  0.140
H  11.47109  -14.07107  -0.25864  0.123
H  9.40439  -16.22149  -0.81882  0.173
O  8.81783  -10.67008  2.13223  0.205
C  9.58048  -11.35191  2.68555  -0.578
O  10.90175  -11.36785  2.39792  0.084
C  11.57006  -12.21017  3.32150  -0.071
C  10.47191  -12.64307  4.29989  -0.260
F  10.63422  -12.00034  5.53533  0.021
O  9.29334  -12.21414  3.68139  0.145
H  11.93321  -13.06034  2.75160  0.116
H  12.33890  -11.81254  3.97714  0.124
H  10.44221  -13.70135  4.55846  0.165
O  18.32380  -15.21551  -2.10133  0.192
C  17.89840  -16.29467  -2.01573  -0.583
O  16.97159  -16.67834  -1.13813  0.067
C  16.97577  -18.11788  -1.06866  -0.026
C  17.42077  -18.44530  -2.50151  -0.302
F  16.37946  -18.49895  -3.34945  0.096
O  18.27686  -17.35352  -2.76773  0.136
H  17.67426  -18.49393  -0.32594  0.130
H  15.94620  -18.39213  -0.86637  0.137
H  18.03435  -19.34218  -2.54318  0.167
O  14.97738  -15.36511  -4.14717  0.201
C  15.18011  -15.02779  -5.25191  -0.549
O  14.32191  -14.34789  -6.03288  0.065
C  14.95689  -14.06983  -7.29196  -0.031
C  16.17539  -14.99933  -7.28902  -0.296
F  17.24836  -14.26090  -7.72320  0.046
O  16.32062  -15.32358  -5.94324  0.135
H  14.19529  -14.20731  -8.05532  0.138
H  15.29804  -13.03434  -7.30696  0.140
H  16.13646  -15.88190  -7.92151  0.169
O  17.48461  -17.40709  1.90092  0.182
C  16.84587  -16.61596  2.49005  -0.571
O  16.96081  -15.28285  2.37580  0.084
C  15.96536  -14.64733  3.18505  -0.051
C  15.08360  -15.81583  3.64210  -0.264
F  13.93871  -15.91386  2.89787  0.053
O  15.90779  -16.93558  3.40495  0.133
H  16.40631  -14.13030  4.03756  0.140
H  15.40405  -13.91394  2.61992  0.082
H  14.81849  -15.81233  4.69674  0.170
O  14.91454  -11.65637  2.89158  0.164
C  14.74649  -10.48442  2.79778  -0.520
O  15.70994  -9.57213  2.56670  0.071
C  15.22828  -8.30964  3.05253  -0.036
C  13.72673  -8.47886  2.78533  -0.250
F  13.43977  -8.10500  1.46709  0.038
O  13.54481  -9.86052  2.98336  0.120
H  15.42794  -8.07209  4.10129  0.142
H  15.73503  -7.53220  2.48888  0.142
H  13.06612  -7.88621  3.41781  0.171
O  16.46210  -11.78349  -2.87887  0.168
C  17.57016  -12.03486  -3.17721  -0.559
O  17.94373  -12.61531  -4.32820  0.086
C  19.28495  -13.07285  -4.19942  -0.054
C  19.82057  -12.19064  -3.08321  -0.257
F  20.42631  -11.04843  -3.58665  0.052
O  18.64497  -11.84648  -2.38058  0.112
H  19.33630  -14.13882  -3.99414  0.122
H  19.83496  -12.89557  -5.12206  0.143
H  20.47876  -12.65707  -2.35069  0.174
C  14.46350  -9.27477  -2.12900  0.070
N  13.06783  -9.83916  -2.25924  -0.446
O  12.73926  -10.73612  -1.51927  0.061
O  12.36448  -9.36515  -3.11537  0.058
H  14.32107  -8.24722  -1.82684  0.102
H  14.86201  -9.47149  -3.11993  0.097
H  15.01038  -9.88830  -1.42545  0.062
C  14.37957  -13.54161  -1.37890  0.082
N  14.17214  -14.32459  -0.07539  -0.399
O  14.15375  -15.52356  -0.10005  0.088
O  14.01715  -13.61832  0.91277  0.028
H  15.26652  -14.04282  -1.75465  0.087
H  14.62490  -12.54977  -1.03032  0.064
H  13.41950  -13.59580  -1.87739  0.082
C  17.55923  -11.96191  0.77546  0.053
N  18.01066  -10.65749  0.26045  -0.460
O  17.24727  -10.00986  -0.40292  0.061
O  19.13288  -10.32934  0.52097  0.083
H  16.73816  -12.35256  0.18742  0.087
H  17.25991  -11.79826  1.80846  0.090
H  18.38062  -12.67060  0.77141  0.106
C  13.42611  -18.27216  1.24224  0.050
N  13.56797  -19.72797  0.87895  -0.450
O  14.19172  -20.44841  1.62508  0.059
O  12.95803  -20.12765  -0.09504  0.056
H  12.83895  -17.81658  0.46013  0.073
H  14.44829  -17.93121  1.33203  0.076
H  12.83008  -18.31838  2.14978  0.108
C  11.78896  -12.05578  -4.44128  0.048
N  11.08921  -12.96295  -3.50034  -0.444
O  11.49956  -14.09958  -3.46754  0.056
O  10.18929  -12.54344  -2.83031  0.086
H  12.70244  -11.72956  -3.96213  0.079
H  11.09498  -11.26569  -4.69740  0.099
H  12.09046  -12.60035  -5.32968  0.090